[1]
Density functional theory data (ωB97M-V/def2-TZVPD) for a structure of composition C43H36IrN3O7PS at a distorted geometry.

The LUMO energy (spin up / spin down) comes out at -0.0493 / -0.0493 Ha. The calculation puts the HOMO-LUMO gap (spin up / spin down) at 4.9 / 4.9 eV. The expectation value of S² is 0.80. The spin multiplicity is 2. For the molar mass, the calculation gives 962.03 g/mol.

Each line ends with the Mulliken charge.
CARTESIAN COORDINATES (ANGSTROEM)
Ir1 0.1868 -0.0803 -0.5450  3.52
N1 1.5295 0.8265 1.2755  -0.05
C1 1.0709 1.6342 2.3382  -0.88
C2 1.6370 1.4633 3.6015  -0.50
C3 1.2235 2.2152 4.6845  -0.79
C4 0.2049 3.1409 4.5207  -0.80
C5 -0.3764 3.2962 3.2760  -0.98
C6 0.0468 2.5667 2.1629  1.43
C7 -0.6878 2.7182 0.8915  0.49
C8 -1.2887 3.9819 0.6281  -1.05
C9 -2.2438 4.1506 -0.3850  -0.93
C10 -2.6226 3.1081 -1.1609  -1.28
C11 -1.9172 1.8094 -1.0434  -0.54
C12 -0.8865 1.6761 0.0282  1.40
H1 2.1866 0.1452 1.6391  -0.28
H2 2.0286 1.3436 0.5047  0.34
H3 2.4216 0.7265 3.7379  0.44
H4 1.6787 2.0670 5.6542  0.42
H5 -0.1461 3.7271 5.3586  0.42
H6 -1.2090 3.9764 3.1708  0.54
H7 -0.9957 4.8345 1.2224  0.64
H8 -2.6929 5.1259 -0.5208  0.45
H9 -3.3932 3.1763 -1.9166  0.55
H10 -1.4832 1.5668 -2.0231  0.56
O1 -3.7946 0.0381 -2.9866  -0.76
S1 -2.9582 -0.3572 -1.9030  1.31
O2 -2.9191 0.7290 -0.7788  -0.29
O3 -1.5829 -0.6974 -2.2349  -0.69
C13 -3.6207 -1.7546 -1.0684  0.17
C14 -4.8085 -2.2974 -1.5238  -0.47
C15 -5.2521 -3.4978 -0.9981  -0.77
C16 -4.4768 -4.1544 -0.0484  -0.81
C17 -3.2952 -3.5962 0.4070  -0.41
C18 -2.8465 -2.3681 -0.0793  -0.43
P1 -1.3194 -1.6155 0.5963  1.44
C19 -1.8932 -1.0365 2.2217  1.64
C20 -3.2257 -0.9980 2.6193  -1.20
C21 -3.5486 -0.6284 3.9161  -0.77
C22 -2.5541 -0.3034 4.8253  -1.07
C23 -1.2265 -0.2999 4.4216  -0.87
C24 -0.9028 -0.6462 3.1230  -0.92
C25 -0.3820 -3.1357 0.9844  0.64
C26 0.0858 -3.5111 2.2389  -0.54
C27 0.8518 -4.6593 2.3800  -0.75
C28 1.1595 -5.4385 1.2764  -0.73
C29 0.7063 -5.0643 0.0187  -0.61
C30 -0.0510 -3.9180 -0.1253  -0.47
H11 -5.3606 -1.7662 -2.2865  0.59
H12 -6.1883 -3.9227 -1.3292  0.42
H13 -4.8077 -5.1053 0.3468  0.45
H14 -2.7123 -4.1113 1.1580  0.55
H15 -4.0140 -1.2553 1.9240  0.44
H16 -4.5850 -0.6029 4.2247  0.45
H17 -2.8098 -0.0393 5.8422  0.42
H18 -0.4431 -0.0278 5.1151  0.54
H19 0.1231 -0.6183 2.7819  0.73
H20 -0.1522 -2.9208 3.1110  0.50
H21 1.2114 -4.9418 3.3607  0.45
H22 1.7501 -6.3375 1.3912  0.38
H23 0.9513 -5.6616 -0.8485  0.42
H24 -0.3968 -3.6151 -1.1070  0.21
O4 2.9495 1.8281 -0.6467  -0.84
C31 2.2719 1.9571 -1.6800  0.34
O5 1.2112 1.3273 -1.9662  -0.77
C32 2.7324 2.9794 -2.6858  0.28
C33 4.0927 3.1969 -2.8753  -0.37
C34 4.5262 4.1787 -3.7537  -0.67
C35 3.6095 4.9767 -4.4147  -0.48
C36 2.2526 4.7619 -4.2064  -0.18
C37 1.8069 3.7522 -3.3650  -0.39
N2 1.2814 5.6212 -4.8537  1.06
O6 0.1021 5.4263 -4.6224  -0.61
O7 1.6972 6.4990 -5.5882  -0.63
H25 4.7997 2.5938 -2.3224  0.48
H26 5.5852 4.3338 -3.9066  0.39
H27 3.9195 5.7742 -5.0734  0.49
H28 0.7482 3.5900 -3.2297  0.66
C38 0.7577 -2.0853 -3.4292  -1.30
C39 1.7953 -2.2105 -2.3746  0.35
C40 2.9711 -2.9517 -2.5321  -1.16
C41 3.7218 -2.7613 -1.3747  -1.16
C42 2.9703 -1.9254 -0.5481  0.05
C43 3.4087 -1.4680 0.8016  -1.35
N3 1.7968 -1.5935 -1.1493  0.95
H29 0.8427 -2.9118 -4.1331  0.40
H30 0.9050 -1.1479 -3.9783  0.23
H31 -0.2472 -2.0378 -3.0287  0.05
H32 3.2249 -3.5439 -3.3962  0.50
H33 4.6956 -3.1575 -1.1376  0.54
H34 4.2750 -2.0483 1.1129  0.49
H35 2.6078 -1.5994 1.5376  0.13
H36 3.7046 -0.4139 0.7535  0.22

---

[2]
Density functional theory data (ωB97M-V/def2-TZVPD) for a structure of composition C34H37N3O5Si2 at a distorted geometry.

The LUMO energy comes out at -0.0427 Ha. The calculation puts the HOMO-LUMO gap at 8.0 eV. The spin multiplicity is 1. For the molar mass, the calculation gives 623.86 g/mol.

Each line ends with the Mulliken charge.
CARTESIAN COORDINATES (ANGSTROEM)
C1 8.1948 -7.5034 0.3718  -0.97
C2 8.3588 -5.9499 0.7276  -0.33
C3 7.9448 -4.9453 -0.4512  -0.70
C4 6.4955 -5.2812 -1.0946  -0.62
Si1 5.0496 -4.5421 -0.0301  0.46
O1 3.8589 -5.7242 0.4053  -0.21
Si2 2.2336 -5.2148 -0.0505  0.33
C5 1.0573 -6.7121 0.1290  -0.82
C6 -0.5005 -6.3523 0.2969  0.55
N1 -1.1370 -7.5673 0.9414  -0.68
N2 -0.7897 -5.1986 1.1929  -0.52
N3 -1.2366 -6.1527 -0.9819  -0.64
H1 8.0299 -7.7158 -0.7389  0.30
H2 7.3661 -7.9520 1.0165  0.20
H3 9.1600 -8.0464 0.6741  0.30
H4 7.8269 -5.6337 1.6928  0.26
H5 9.4792 -5.7647 0.9300  0.31
H6 8.7594 -4.9776 -1.2470  0.31
H7 7.8470 -3.8964 -0.0023  0.25
H8 6.4756 -4.7219 -2.1020  0.32
H9 6.3447 -6.3922 -1.2948  0.33
H10 5.6797 -3.8821 1.1356  -0.17
H11 4.4206 -3.4569 -0.8160  -0.17
H12 2.3321 -4.8261 -1.4779  -0.13
H13 1.7807 -4.1250 0.8114  -0.12
H14 1.1544 -7.3579 -0.8176  0.27
H15 1.3965 -7.3468 1.0125  0.36
H16 -2.1119 -7.5986 0.6052  0.30
H17 -1.0884 -7.4527 1.9629  0.26
H18 -0.6535 -4.2865 0.7364  0.14
H19 -0.3113 -5.2645 2.0998  0.27
H20 -1.1724 -6.9899 -1.5785  0.26
H21 -0.9394 -5.3009 -1.4750  0.27
C7 -0.7241 4.0044 0.3290  -0.47
C8 -0.8634 3.0310 -0.6587  -0.64
C9 -0.7896 1.6822 -0.3235  -0.56
C10 -0.5641 1.3032 1.0016  0.11
C11 -0.4008 2.2780 1.9863  0.19
C12 -0.4923 3.6309 1.6494  -0.56
C13 -0.1128 1.8919 3.3862  0.61
O2 0.0263 2.7442 4.2490  -0.67
C14 0.0120 0.4557 3.7201  0.51
C15 0.3398 0.0757 5.0240  -0.71
C16 0.4465 -1.2738 5.3502  -0.43
C17 0.2175 -2.2471 4.3796  -0.57
C18 -0.1040 -1.8717 3.0788  -0.38
C19 -0.1977 -0.5189 2.7450  -0.03
C20 -0.5052 -0.1335 1.3503  0.44
O3 -0.7015 -0.9876 0.4989  -0.71
H22 -0.7909 5.0561 0.0681  0.46
H23 -1.0318 3.3239 -1.6906  0.58
H24 -0.9039 0.9274 -1.0954  0.48
H25 -0.3789 4.3928 2.4143  0.47
H26 0.5161 0.8297 5.7849  0.47
H27 0.7064 -1.5667 6.3625  0.39
H28 0.2936 -3.2991 4.6361  0.39
H29 -0.2774 -2.6330 2.3249  0.61
C21 -5.6291 5.5222 0.7831  -0.53
C22 -4.5324 4.7668 0.3724  -0.43
C23 -3.8727 5.0834 -0.8113  -0.44
C24 -4.3157 6.1509 -1.5942  -0.02
C25 -5.4278 6.8923 -1.1954  0.38
C26 -6.0782 6.5830 0.0018  -0.64
C27 -5.9372 7.9957 -2.0405  0.60
O4 -6.9080 8.6480 -1.6908  -0.67
C28 -5.2547 8.2892 -3.3205  0.13
C29 -5.7569 9.2896 -4.1564  -0.55
C30 -5.1143 9.5822 -5.3563  -0.46
C31 -3.9646 8.8845 -5.7211  -0.49
C32 -3.4643 7.8836 -4.8938  -0.47
C33 -4.1149 7.5780 -3.6957  0.11
C34 -3.5945 6.4885 -2.8408  0.49
O5 -2.5883 5.8734 -3.1608  -0.68
H30 -6.1380 5.2806 1.7109  0.39
H31 -4.1899 3.9319 0.9759  0.48
H32 -3.0168 4.4954 -1.1242  0.63
H33 -6.9361 7.1652 0.3232  0.47
H34 -6.6504 9.8386 -3.8756  0.46
H35 -5.5092 10.3564 -6.0066  0.40
H36 -3.4601 9.1180 -6.6534  0.39
H37 -2.5710 7.3395 -5.1845  0.45